Here is a structure of composition C6H15NO2 from the Open Molecules 2025 dataset. Energies are from ωB97M-V with the def2-TZVPD basis set.

Charge: 0
ΔE to the lowest compared entry with this formula, charge and spin (kcal per mole): 168.3
Multiplicity: 1
Orbital gap (eV): 7.841

The geometry in XYZ format:
```
24
Properties=species:S:1:pos:R:3:lowdin_charge:R:1
C -0.786 -1.185 -0.754 -0.64
C 0.270 0.924 0.494 -0.46
C -0.944 0.227 -0.169 -0.09
C -0.707 -2.285 0.299 0.01
C 0.346 2.369 -0.042 -0.08
C 2.298 0.247 0.186 0.00
N 0.053 0.991 1.954 0.03
O 0.354 -1.192 -1.604 -0.01
O -1.913 -1.501 -1.560 0.00
H -1.965 -0.817 -2.245 0.10
H 0.524 -2.114 -1.840 0.11
H -0.737 1.585 2.189 0.08
H 0.893 1.356 2.397 0.07
H -1.808 0.203 0.505 0.13
H -1.326 0.851 -0.987 0.12
H -0.752 -3.267 -0.180 0.09
H 0.205 -2.169 0.885 0.09
H -1.545 -2.206 0.996 0.10
H -0.572 2.928 0.174 0.08
H 1.145 2.942 0.436 0.08
H 0.473 2.397 -1.128 0.08
H 3.022 0.706 -0.507 0.01
H 1.089 -0.197 0.668 0.12
H 2.384 -0.793 -0.167 -0.03
```